The following is a DFT calculation (ωB97M-V/def2-TZVPD) of an isolated molecule of C5H5ClO at a distorted geometry.

E_HOMO (alpha / beta)	-8.51 / -8.90	eV
energy above the lowest of the compared OMol25 structures with the same formula, charge and spin	92.3	kcal per mole
frontier orbital gap (alpha / beta)	0.26773 / 0.29598	hartree
DFT total energy	-728.7763	Ha

```
! RIJCOSX wB97M-V def2-TZVPD def2/J DEFGRID3
* xyz 0 1
O 2.16 -1.88 0.53
C 1.01 -1.71 0.22
C 0.45 -0.64 -0.33
C -1.20 -0.26 0.12
Cl -2.50 -0.97 0.77
C -0.85 1.13 -0.06
C 0.64 0.83 -0.43
H 0.27 -2.41 0.41
H -1.32 1.72 -0.98
H -0.84 1.70 0.84
H 1.27 1.32 0.37
H 0.91 1.17 -1.45
*
```